(1)
45
Properties=species:S:1:pos:R:3:forces:R:3 method="wB97M-V/def2-TZVPD" orbital_gap_ha="0.279 / 0.202" spin_multiplicity=5 s2=6.03 relative_energy_ev=0.117 e_homo_ev="-8.03 / -7.99"
Os 0.7940 1.0966 0.6277 0.203 0.326 0.420
C -0.7944 -2.0645 0.4011 0.018 0.099 -0.051
N -0.8823 -0.6016 0.4385 0.011 -0.157 0.098
C -2.0384 -0.0556 0.5003 -0.131 0.213 -0.016
C -2.1724 1.3743 0.5822 0.257 -0.362 -0.082
C -3.2673 2.2129 0.6049 -0.114 0.302 -0.007
C -2.7574 3.5293 0.6846 -0.118 -0.146 -0.003
C -1.3775 3.4268 0.7171 -0.029 -0.294 0.000
N -1.0176 2.1163 0.6464 -0.045 0.174 -0.002
C -0.1756 -2.6186 1.6574 0.032 -0.038 0.065
C 1.1577 -2.3711 1.9738 0.022 -0.025 -0.053
C 1.7022 -2.8459 3.1557 -0.093 -0.085 0.078
C 0.9160 -3.5920 4.0277 0.015 0.030 -0.043
C -0.4076 -3.8588 3.7132 0.011 0.033 -0.034
C -0.9519 -3.3671 2.5328 0.016 0.019 0.076
H -0.2102 -2.3513 -0.4774 0.065 0.058 0.016
H -1.7984 -2.4816 0.2779 0.001 -0.024 -0.037
H -2.9432 -0.6660 0.4925 0.006 0.004 -0.018
H -4.3021 1.9087 0.5756 0.013 0.032 -0.001
H -3.3242 4.4444 0.7344 -0.010 -0.013 0.000
H -0.6353 4.2037 0.8077 0.019 0.009 0.003
H 1.7867 -1.7981 1.2994 -0.032 -0.004 0.002
H 2.7286 -2.6095 3.4026 -0.049 -0.039 -0.032
H 1.3383 -3.9592 4.9540 0.002 -0.006 -0.003
H -1.0216 -4.4417 4.3876 -0.001 0.002 0.002
H -1.9917 -3.5637 2.2954 0.005 -0.005 -0.005
S 3.9946 3.4317 3.0625 -0.089 0.178 -0.076
Sb 3.4029 1.3143 2.7951 0.203 -0.048 0.111
S 0.8972 1.1894 2.8525 -0.098 0.024 -0.069
S 3.0419 0.8160 0.3969 -0.066 -0.185 -0.174
S 4.3169 -0.4322 3.8185 0.024 -0.109 0.000
C 0.2714 0.8025 -5.8532 0.003 0.003 0.045
C 0.3779 0.8783 -4.3583 -0.017 -0.007 -0.112
C -0.3901 1.7585 -3.6106 -0.052 0.051 0.015
C -0.2556 1.8026 -2.2365 0.114 -0.095 -0.026
N 0.6130 1.0220 -1.5788 -0.047 0.060 -0.083
C 1.3595 0.1614 -2.2922 -0.108 0.071 0.045
C 1.2643 0.0627 -3.6600 0.058 -0.068 -0.020
H -0.4843 1.4858 -6.2350 0.000 0.003 0.008
H 0.0147 -0.2092 -6.1699 0.002 -0.001 0.015
H 1.2278 1.0540 -6.3136 0.000 0.003 0.004
H -1.1001 2.4208 -4.0877 0.005 -0.009 -0.008
H -0.8499 2.4745 -1.6341 -0.011 0.023 -0.026
H 2.0515 -0.4499 -1.7299 0.016 -0.008 -0.009
H 1.8921 -0.6501 -4.1787 -0.009 0.010 -0.013



(2)
41
Properties=species:S:1:pos:R:3:forces:R:3 method="wB97M-V/def2-TZVPD" orbital_gap_ha=0.282 charge=+4 spin_multiplicity=1 e_homo_ev=-23.25
Zr 0.0001 0.0353 -0.0527 0.002 -0.137 -1.502
C -0.6084 1.5941 2.4268 -0.025 0.092 0.061
N -0.0064 0.2413 2.1068 -0.004 0.001 0.003
C -0.8446 -0.8868 2.6711 -0.081 -0.053 0.045
C -1.9752 -1.2544 1.7399 0.127 0.029 -0.048
C -3.1004 -1.9175 2.1506 -0.195 -0.048 0.014
C -4.0460 -2.3035 1.1952 0.002 -0.016 -0.006
C -3.8452 -2.0051 -0.1556 -0.091 -0.035 0.070
C -2.7125 -1.3266 -0.5152 0.142 0.053 0.131
N -1.7744 -0.9602 0.4164 -0.378 -0.160 0.324
C 1.4268 0.1477 2.5866 0.085 -0.014 0.003
C 2.2373 -0.7801 1.7140 -0.102 0.058 -0.042
C 3.3989 -1.3758 2.1267 0.154 -0.101 0.013
C 4.1487 -2.1109 1.2032 0.014 -0.008 0.002
C 3.7075 -2.2432 -0.1164 0.076 -0.058 0.084
C 2.5233 -1.6569 -0.4727 -0.119 0.063 0.133
N 1.7900 -0.9255 0.4266 0.398 -0.145 0.314
C -0.2809 2.6153 1.3624 -0.009 -0.138 -0.055
C -0.3234 3.9649 1.5861 0.027 0.218 0.008
C -0.1152 4.8382 0.5138 -0.005 0.017 -0.014
C 0.1457 4.3346 -0.7640 0.010 0.119 0.077
C 0.2026 2.9778 -0.9337 -0.011 -0.116 0.119
N -0.0165 2.1176 0.1114 -0.024 0.415 0.320
H -0.2612 1.9290 3.4051 0.032 -0.062 0.064
H -1.6920 1.4808 2.4971 -0.064 -0.069 -0.032
H -1.2245 -0.6093 3.6549 0.044 0.074 0.064
H -0.1977 -1.7543 2.8117 0.090 -0.042 -0.017
H -3.2563 -2.1415 3.1996 0.001 -0.002 -0.007
H -4.9404 -2.8336 1.5049 -0.003 0.001 0.005
H -4.5670 -2.2890 -0.9112 -0.011 -0.008 0.004
H -2.5268 -1.0611 -1.5517 0.021 0.028 -0.064
H 1.4489 -0.1723 3.6282 -0.076 0.006 0.082
H 1.8659 1.1461 2.5481 -0.015 0.095 -0.021
H 3.7389 -1.2692 3.1501 0.007 0.001 0.001
H 5.0752 -2.5821 1.5141 0.001 0.003 0.000
H 4.2723 -2.8083 -0.8467 0.012 -0.010 -0.008
H 2.1308 -1.7638 -1.4796 -0.042 0.008 -0.068
H -0.5222 4.3525 2.5790 0.001 -0.003 -0.016
H -0.1530 5.9105 0.6765 0.001 -0.011 -0.001
H 0.3138 4.9925 -1.6077 0.000 0.005 0.006
H 0.4257 2.5478 -1.9056 0.011 -0.047 -0.049



(3)
48
Properties=species:S:1:pos:R:3:forces:R:3 method="wB97M-V/def2-TZVPD" orbital_gap_ha=0.264 charge=+1 spin_multiplicity=1 relative_energy_ev=0.044 e_homo_ev=-10.63
Cd -1.4849 -1.0888 -0.0982 -0.450 0.163 0.490
N -3.1371 -0.9811 1.5850 0.138 -0.092 -0.190
C -2.9965 0.2421 2.3699 -0.072 -0.058 0.039
C -3.8876 0.5670 3.3489 -0.105 -0.019 0.062
C -3.7365 1.7503 4.1054 0.013 -0.012 -0.014
C -2.6886 2.5904 3.8674 -0.001 0.003 0.002
C -1.7486 2.2828 2.8555 0.005 0.099 0.070
C -0.6433 3.1092 2.5430 -0.003 0.039 0.033
C 0.2150 2.7549 1.5430 0.009 -0.006 -0.015
C -0.0255 1.5607 0.8400 -0.065 0.033 0.103
N -1.0393 0.7722 1.1180 0.343 0.146 -0.162
C -1.9051 1.1048 2.1056 0.013 -0.125 -0.118
H -4.0769 -1.0355 1.2026 0.005 0.006 -0.010
H -3.0342 -1.7875 2.1951 -0.014 -0.005 -0.005
H -4.7253 -0.0906 3.5522 0.008 0.016 0.007
H -4.4597 1.9806 4.8755 0.006 -0.007 -0.013
H -2.5642 3.4989 4.4433 -0.002 -0.014 -0.008
H -0.4934 4.0236 3.1044 -0.006 -0.016 -0.007
H 1.0646 3.3677 1.2781 -0.010 -0.006 0.006
H 0.6309 1.2555 0.0304 -0.008 -0.011 -0.001
N 1.5800 -3.2081 2.3903 -0.030 0.021 0.053
C 1.8693 -2.6842 1.1879 -0.013 0.015 -0.009
N 3.1521 -2.6561 0.8406 -0.015 0.019 -0.049
C 3.4189 -2.0510 -0.3101 -0.042 0.094 -0.125
N 4.6960 -1.9446 -0.6561 -0.007 -0.010 0.041
N 2.4674 -1.5269 -1.1529 0.049 -0.045 0.092
C 1.1810 -1.7013 -0.7601 -0.061 0.065 -0.145
N 0.8564 -2.2202 0.4503 0.023 -0.134 0.008
C -0.2147 -0.4279 -2.4404 0.000 -0.154 0.099
C 0.5921 -0.0978 -3.5249 0.114 -0.071 -0.037
C 0.1257 0.9204 -4.3377 -0.021 0.040 -0.098
C -1.1059 1.5213 -4.0946 0.002 0.013 -0.048
C -1.8636 1.0725 -3.0355 -0.055 -0.118 0.015
N -1.4295 0.1053 -2.2187 0.190 0.063 -0.033
H 2.3271 -3.5825 2.9466 -0.001 -0.021 -0.009
H 0.6266 -3.3327 2.6717 0.018 -0.028 -0.017
H 5.3803 -2.3520 -0.0439 -0.009 0.022 -0.008
H 4.9442 -1.4935 -1.5211 0.015 0.003 -0.006
H 1.7202 -1.8744 -3.7690 -0.013 0.030 -0.080
H 0.7289 1.2412 -5.1791 -0.012 -0.015 0.008
H -1.4814 2.3098 -4.7318 0.017 -0.013 0.006
H -2.8460 1.4770 -2.8298 0.005 0.010 0.026
B 2.8628 -0.5425 -2.3854 0.003 0.032 -0.033
C 1.8958 -0.7963 -3.6666 -0.027 -0.008 0.086
N 0.0920 -1.3781 -1.4629 0.080 0.108 -0.055
H 2.7560 0.5910 -1.9417 0.038 -0.081 -0.005
H 2.4023 -0.4652 -4.5735 -0.009 0.017 0.001
H 4.0023 -0.7806 -2.7170 -0.046 0.016 0.053



(4)
49
Properties=species:S:1:pos:R:3:forces:R:3 method="wB97M-V/def2-TZVPD" orbital_gap_ha=0.216 spin_multiplicity=1 relative_energy_ev=0.000 e_homo_ev=-6.27
Be 0.7152 1.2271 -0.3642 -0.861 0.015 0.348
O 0.5082 -0.4138 -0.3544 0.360 -0.171 -0.289
C 0.0583 -1.0868 -1.3398 0.041 0.159 0.118
C 0.4804 -2.5303 -1.4396 -0.146 -0.019 0.037
C -0.5458 -3.5479 -1.9870 0.005 -0.002 0.066
C -1.9944 -3.0569 -1.9445 0.051 0.031 -0.030
C -2.3191 -2.1370 -3.1254 -0.043 0.013 0.006
C -1.1719 -1.1861 -3.4468 0.118 0.059 0.079
N -0.6789 -0.5128 -2.2538 0.041 0.131 -0.114
H 0.8011 -2.8086 -0.4372 -0.006 -0.005 0.011
H 1.3855 -2.5143 -2.0562 0.003 -0.038 0.007
H -0.4538 -4.4591 -1.3959 0.012 -0.008 -0.004
H -0.2911 -3.8253 -3.0120 -0.013 -0.017 0.006
H -2.1717 -2.5276 -1.0036 0.002 -0.019 0.004
H -2.6771 -3.9076 -1.9474 -0.005 0.004 -0.013
H -3.2233 -1.5635 -2.9124 -0.006 -0.010 -0.007
H -2.5194 -2.7357 -4.0179 -0.004 0.005 0.003
H -1.4875 -0.4032 -4.1341 -0.015 -0.018 -0.019
H -0.3516 -1.7202 -3.9327 -0.010 -0.006 -0.015
H -0.6055 0.5526 -2.2471 -0.072 -0.114 0.022
F 6.9885 2.0735 1.4681 0.020 0.003 -0.004
C 6.1644 1.2043 2.0607 -0.086 0.033 -0.015
F 6.6471 -0.0300 1.8451 0.029 -0.024 0.006
F 6.2184 1.4265 3.3839 0.022 -0.006 0.031
C 4.7479 1.3200 1.5544 0.049 -0.040 0.076
C 4.4107 2.2105 0.5595 -0.042 0.123 -0.065
C 3.0966 2.2394 0.1135 -0.105 0.047 0.119
N 2.1614 1.4355 0.6244 0.249 -0.264 -0.053
C 2.4944 0.5867 1.6092 -0.143 0.129 -0.094
C 3.7730 0.4986 2.1067 0.038 0.017 0.072
H 5.1453 2.8676 0.1186 0.000 -0.007 -0.004
H 2.7383 2.8870 -0.6819 0.057 -0.035 -0.041
H 1.7001 -0.0435 1.9852 0.040 -0.028 -0.071
H 4.0076 -0.1991 2.8985 0.004 0.001 -0.016
F -4.9924 1.0549 3.8915 -0.013 0.000 0.016
C -4.9845 1.1949 2.5556 0.040 0.075 0.025
F -5.7292 2.2668 2.2558 -0.017 0.000 0.008
F -5.6078 0.1186 2.0441 -0.023 -0.036 -0.016
C -3.5824 1.3096 2.0199 -0.021 -0.037 0.013
C -3.2897 2.1549 0.9691 -0.003 0.052 -0.027
C -1.9949 2.1650 0.4654 0.029 0.016 0.074
N -1.0351 1.3850 0.9584 0.297 0.129 -0.068
C -1.3236 0.5943 1.9932 0.085 -0.032 -0.063
C -2.5795 0.5179 2.5611 0.014 0.013 0.032
H -4.0430 2.8017 0.5420 0.000 -0.025 -0.009
H -1.6857 2.7883 -0.3705 -0.030 -0.030 -0.007
H -0.5121 -0.0144 2.3762 -0.054 -0.012 -0.025
H -2.7668 -0.1312 3.4052 -0.010 -0.017 -0.034
Se 0.3753 2.4739 -1.9608 0.121 -0.038 -0.072



(5)
52
Properties=species:S:1:pos:R:3:forces:R:3 method="wB97M-V/def2-TZVPD" orbital_gap_ha="0.293 / 0.182" charge=+2 spin_multiplicity=8 s2=16.06 relative_energy_ev=0.000 e_homo_ev="-13.46 / -13.38"
Gd 0.8281 -0.8776 0.0183 -0.182 -0.053 0.067
C 5.8809 -0.7460 0.7421 -0.916 -1.582 -1.208
N 5.2474 0.5189 0.4819 -2.696 1.076 0.112
C 6.1447 1.5386 -0.0154 1.019 0.434 -0.482
C 3.8826 0.6853 0.4164 0.659 -1.856 -0.967
N 2.9982 -0.2990 0.6586 0.625 2.906 -0.439
N 3.4266 1.9163 -0.1385 0.259 -0.933 0.777
C 2.2477 2.0884 -0.8405 -0.137 0.264 0.547
N 1.9150 3.3691 -1.0333 0.713 0.867 0.292
N 1.4941 1.1286 -1.2547 -0.441 -1.034 0.062
H 6.1333 -0.8981 1.7759 0.420 0.052 0.373
H 6.7234 -0.7556 0.0419 0.093 -0.415 0.685
H 5.2263 -1.6003 0.4115 0.535 0.782 0.337
H 5.9794 1.7042 -1.0974 0.124 0.099 0.539
H 7.1862 1.1851 0.1356 -0.763 0.263 -0.181
H 6.0901 2.4667 0.5494 -0.203 0.148 -0.074
H 3.4325 -1.0856 1.0515 1.018 -1.267 0.639
H 3.8152 2.7551 0.2830 0.072 -0.306 -0.289
H 2.4396 4.1392 -0.6258 -0.266 -0.304 -0.311
H 0.9554 3.5172 -1.2316 -0.569 0.528 -0.367
H 0.6970 1.4184 -1.8344 0.709 0.325 0.219
Cl -4.4932 -4.6281 -1.1092 -0.589 -0.276 -0.020
C -2.8817 -4.1491 -1.1553 1.588 1.124 -1.071
C -2.5611 -2.8745 -1.7126 0.138 -1.016 0.310
Cl -3.6474 -1.8236 -2.5254 -0.712 -0.450 0.312
C -1.2440 -2.4602 -1.6910 1.937 -0.896 1.262
Cl -0.8569 -0.8457 -2.2789 0.373 -0.462 0.218
C -0.2032 -3.2671 -1.0525 -0.062 0.570 0.165
O 1.0415 -2.8638 -0.7485 -0.652 1.044 -1.002
C -0.5156 -4.5564 -0.6016 -0.648 0.202 -0.893
Cl 0.7278 -5.5366 0.0308 -0.137 -0.008 0.054
C -1.8085 -5.0216 -0.7808 -1.334 1.053 0.271
Cl -2.2192 -6.5998 -0.4089 -0.066 -0.980 0.326
C -4.0427 -1.3993 1.1357 -1.833 1.347 0.795
N -3.2135 -0.2248 1.0879 1.948 2.154 0.085
C -1.9458 -0.1547 1.5556 -0.348 0.193 -0.016
Se -0.8922 -1.5151 2.3211 -0.069 0.217 -0.499
N -1.4840 1.1392 1.4449 0.427 -0.475 0.931
C -2.5247 1.9562 1.0534 -1.372 0.441 -2.065
C -2.5754 3.3105 0.6731 -0.353 -1.114 0.630
C -3.7761 3.8248 0.1951 -0.863 0.408 -0.620
C -4.9301 3.0316 -0.1703 2.688 -1.766 0.415
C -4.7392 1.6002 -0.0023 -0.176 2.128 1.635
C -3.6030 1.1196 0.7202 -0.512 -0.042 -0.540
H -3.4629 -2.2704 1.0872 0.884 -1.175 -0.023
H -4.7117 -1.3388 0.2809 -0.183 -0.236 0.102
H -4.6081 -1.3450 2.1017 0.263 -0.362 -0.927
H -0.6784 1.4690 1.9987 -0.772 -0.464 -0.378
H -1.6697 3.8776 0.7965 -0.104 0.619 0.115
H -3.8123 4.9162 0.0641 -0.080 -0.584 -0.133
H -5.8127 3.4787 -0.6824 0.815 -0.559 0.739
H -5.5997 0.9821 -0.1219 -0.267 -0.628 -0.509